{"formula": "C5H9NO2", "method": "the ωB97M-V functional and the def2-TZVPD basis", "total_charge": 0, "multiplicity": 1, "e_homo_ev": -8.2, "relative_energy_kcal_mol": 68.5, "gap_ev": 8.933, "species": ["C", "C", "C", "N", "C", "C", "O", "O", "H", "H", "H", "H", "H", "H", "H", "H", "H"], "coordinates": [[0.891417, -1.735979, -0.567299], [-1.278524, -0.404391, 0.050399], [0.071086, -0.625683, 0.030123], [1.434778, 1.434325, 0.059084], [-1.359977, 1.021063, 0.366333], [0.500769, 0.597042, 0.700706], [-2.325787, -1.240022, 0.037505], [-1.290518, 1.990898, -0.657066], [-2.014894, -2.146611, 0.172890], [-0.357433, 2.052324, -0.930383], [1.908061, 2.122066, 0.632918], [2.063858, 1.004424, -0.607228], [-2.079388, 1.329584, 1.126605], [0.492019, 0.658227, 1.783551], [0.254912, -2.557929, -0.901483], [1.633134, -2.114483, 0.141988], [1.456486, -1.384855, -1.438641]], "atomic_forces_ev_per_a": [[0.1075, 0.2557, 0.3413], [1.6644, -0.0806, 0.1199], [-1.0568, -0.7319, -0.3295], [0.1446, 0.4799, -0.0821], [1.9767, 0.3762, -0.0902], [-1.9181, 1.1986, -0.2045], [-0.5551, -0.5396, -0.2663], [-0.2472, -0.5494, 0.3764], [-0.0866, 0.1830, -0.1009], [0.0088, -0.0033, 0.0953], [-0.0891, -0.2587, -0.0692], [-0.2327, -0.0231, 0.1075], [0.1532, 0.1292, 0.0374], [0.2832, -0.2840, 0.0456], [0.0760, 0.0100, 0.0270], [-0.1017, -0.1316, -0.0126], [-0.1270, -0.0305, 0.0049]], "mulliken_charge": [-1.27, 0.76, -0.20, -0.54, -0.43, 0.03, -0.53, -0.54, 0.32, 0.35, 0.20, 0.20, 0.35, 0.35, 0.32, 0.32, 0.30]}

{"formula": "C3H12NOS2", "method": "the ωB97M-V functional and the def2-TZVPD basis", "total_charge": 1, "multiplicity": 1, "e_homo_ev": -13.5, "relative_energy_kcal_mol": 121.6, "gap_ev": 4.893, "species": ["N", "C", "C", "S", "S", "C", "H", "H", "H", "H", "H", "H", "H", "H", "H", "H", "H", "H", "O"], "coordinates": [[0.293777, 0.426845, -1.597673], [-1.068566, 0.101744, -1.295287], [-1.579731, 0.530182, 0.103328], [-0.426266, 0.581199, 1.522151], [0.274910, -2.259738, 0.777931], [0.627241, -3.150248, 2.310520], [-0.096922, -1.038423, 1.503415], [0.972068, -0.180822, -1.167404], [0.443750, 1.371695, -1.267822], [-1.878724, 0.458046, -1.947015], [-1.272781, -0.973722, -1.285781], [-2.378090, -0.137768, 0.464047], [-2.019238, 1.531530, 0.117388], [1.244474, -3.996302, 1.988130], [1.188258, -2.458184, 2.940695], [-0.266826, -3.504992, 2.818854], [1.453299, 5.418545, -3.483498], [2.306829, 4.205172, -3.872110], [1.475527, 4.452656, -3.488951]], "atomic_forces_ev_per_a": [[-0.9704, 0.5862, -0.1951], [-0.5518, -0.8965, 0.7630], [-0.1529, -0.8829, 1.7346], [-0.2396, -0.8234, -1.3329], [-0.0538, 0.1078, 0.1514], [-0.1307, 0.3585, -0.0481], [-0.4124, 0.5519, 0.1485], [0.0053, -0.1704, 0.0754], [0.5632, 0.1874, -0.4435], [0.7991, 0.4553, -0.4094], [0.5748, -0.0656, -0.2520], [0.0070, 0.3308, -0.3030], [0.2515, 0.4428, 0.0539], [0.1095, 0.1914, 0.1362], [0.2325, -0.4346, 0.0656], [-0.0153, 0.0911, -0.1829], [0.1029, -0.2570, -0.0728], [0.6380, -0.0623, -0.3344], [-0.7566, 0.2897, 0.4455]], "mulliken_charge": [-0.46, -0.53, -0.78, 0.19, 0.10, -0.79, 0.10, 0.29, 0.28, 0.32, 0.32, 0.47, 0.48, 0.35, 0.33, 0.33, 0.33, 0.32, -0.65]}

{"formula": "C38H58Br2N2O5", "method": "the ωB97M-V functional and the def2-TZVPD basis", "smiles": "CCCCCCCCCCCc1cc2c(cc1COC)C(=O)c1cc(/C(Br)=C(/C)Br)ccc1C2=O.COC[C@@H](C)N.COC[C@@H](C)N", "total_charge": 0, "multiplicity": 1, "e_homo_ev": -8.8, "gap_ev": 8.120, "species": ["C", "C", "C", "C", "C", "C", "C", "C", "C", "C", "C", "C", "C", "C", "C", "C", "C", "C", "O", "C", "C", "O", "C", "C", "C", "C", "Br", "C", "C", "Br", "C", "C", "C", "C", "O", "H", "H", "H", "H", "H", "H", "H", "H", "H", "H", "H", "H", "H", "H", "H", "H", "H", "H", "H", "H", "H", "H", "H", "H", "H", "H", "H", "H", "H", "H", "H", "H", "H", "H", "H", "H", "C", "C", "C", "O", "C", "N", "H", "H", "H", "H", "H", "H", "H", "H", "H", "H", "H", "C", "C", "C", "O", "C", "N", "H", "H", "H", "H", "H", "H", "H", "H", "H", "H", "H"], "coordinates": [[4.686093, -1.670691, 3.299413], [3.644773, -1.123755, 4.278139], [4.205767, -0.088756, 5.242011], [4.598398, 1.249750, 4.604049], [3.394056, 1.974083, 4.018106], [3.740015, 3.301452, 3.348605], [2.500738, 3.939877, 2.702232], [2.325167, 3.599783, 1.220741], [1.738180, 2.194468, 0.953819], [2.781493, 1.143723, 0.542055], [2.320388, 0.248341, -0.609674], [1.023895, -0.488265, -0.341104], [0.663715, -0.756560, 0.985138], [-0.521967, -1.396639, 1.319834], [-1.383104, -1.792398, 0.298364], [-1.037263, -1.546720, -1.023102], [0.157375, -0.898897, -1.350422], [0.377820, -0.698502, -2.833458], [0.567641, -1.920856, -3.518439], [1.497002, -2.776814, -2.877124], [-2.656021, -2.437910, 0.700851], [-3.170942, -3.336073, 0.091276], [-3.236438, -1.881718, 1.952170], [-4.602654, -1.723445, 2.108288], [-5.106815, -1.131328, 3.267307], [-6.569143, -0.926309, 3.323706], [-7.594462, -2.192291, 4.282064], [-7.176211, 0.043533, 2.650115], [-8.644264, 0.252140, 2.502770], [-6.105133, 1.317502, 1.730910], [-4.246700, -0.728408, 4.284815], [-2.870712, -0.904781, 4.141621], [-2.368542, -1.471071, 2.977089], [-0.912276, -1.638065, 2.728616], [-0.126992, -1.952740, 3.580058], [4.834083, -1.033279, 2.431338], [5.629444, -1.856583, 3.807511], [4.345612, -2.635688, 2.925719], [2.792612, -0.755223, 3.711197], [3.279367, -1.960692, 4.869921], [3.487273, 0.110669, 6.035745], [5.092777, -0.519892, 5.708096], [5.041965, 1.866064, 5.386336], [5.365112, 1.109064, 3.841666], [2.684337, 2.132645, 4.828246], [2.942093, 1.329594, 3.270115], [4.510420, 3.164766, 2.590171], [4.159489, 3.953689, 4.115231], [2.566366, 5.025227, 2.774814], [1.615603, 3.648531, 3.266397], [1.621521, 4.326692, 0.821687], [3.277491, 3.683512, 0.702119], [0.921095, 2.239788, 0.237447], [1.274978, 1.864456, 1.882363], [3.009283, 0.486712, 1.380467], [3.719591, 1.614091, 0.257051], [3.106828, -0.454428, -0.883980], [2.207646, 0.914051, -1.464742], [1.318446, -0.456737, 1.788153], [-1.723228, -1.860227, -1.798614], [1.160678, 0.025350, -3.064450], [-0.548231, -0.285675, -3.227044], [0.979131, -3.432639, -2.178544], [2.300278, -2.235425, -2.376142], [1.964471, -3.394629, -3.639307], [-5.278065, -2.022738, 1.319462], [-9.021438, 0.972111, 3.223808], [-8.837762, 0.658774, 1.513012], [-9.172906, -0.690149, 2.563990], [-4.642603, -0.259881, 5.171970], [-2.201623, -0.579060, 4.923327], [4.601677, 2.470054, -6.587200], [4.983386, 3.108655, -5.255091], [5.534095, 2.124231, -4.213870], [4.571310, 1.290300, -3.600250], [4.130349, 0.188639, -4.373149], [3.838353, 3.871140, -4.746969], [3.634997, 1.970122, -6.540072], [4.522971, 3.235877, -7.358417], [5.349697, 1.742985, -6.909424], [5.788950, 3.820708, -5.457880], [5.963675, 2.708677, -3.396284], [6.347224, 1.516874, -4.635122], [4.933222, -0.215930, -4.994572], [3.285595, 0.485703, -4.999918], [3.764799, -0.571387, -3.682355], [4.123486, 4.406718, -3.932000], [3.157211, 3.207120, -4.387951], [-5.411189, -2.478621, -4.043063], [-5.024266, -2.971061, -2.651451], [-5.995178, -2.567735, -1.535001], [-5.919838, -1.211373, -1.133404], [-6.587271, -0.293768, -1.983341], [-3.653175, -2.548383, -2.350364], [-5.156537, -1.430103, -4.192554], [-4.870892, -3.045016, -4.801321], [-6.480363, -2.602919, -4.227431], [-5.031841, -4.064513, -2.683992], [-5.724708, -3.142737, -0.645190], [-7.031977, -2.832080, -1.785935], [-7.504292, -0.722274, -2.397944], [-5.933996, 0.040701, -2.791876], [-6.846095, 0.579603, -1.384293], [-3.351991, -2.990137, -1.483880], [-3.682399, -1.554572, -2.133811]], "atomic_forces_ev_per_a": [[-0.3963, -0.2945, 0.0873], [0.3154, -0.2750, -0.0385], [0.1962, 0.2941, -0.3486], [-0.2578, -0.1810, 0.2185], [0.7423, -0.0801, -0.2487], [-0.5291, -0.0781, 0.3694], [0.6376, 0.2319, -0.1557], [-0.7592, -0.4393, 0.2417], [0.4651, 0.0495, 0.4663], [-0.2286, -0.5251, -0.0315], [-0.1602, 0.5106, -0.1484], [0.0596, 0.0523, 0.4219], [-0.0842, -0.3297, 0.0732], [0.4818, 0.3293, -0.6412], [0.1854, 0.1448, -0.1589], [0.0283, -0.1791, 0.4041], [-0.4924, -0.0369, -0.1002], [-0.3851, 0.1180, 0.1186], [0.3391, 0.1056, 0.0197], [-0.0035, -0.2346, -0.3884], [0.5267, 0.6114, 0.6751], [-0.4575, -0.8445, 0.3749], [-0.0938, 0.2503, 0.5622], [0.1622, -0.1272, 0.1790], [0.1663, -0.3611, 0.0347], [0.1532, 0.4647, -0.3138], [0.0674, -0.1108, 0.1228], [-0.1890, -0.1352, 0.1084], [0.1197, 0.1891, -0.5116], [-0.0256, 0.0703, 0.0224], [0.2404, -0.1915, -0.3332], [-0.3172, -0.1368, -0.1096], [-0.4122, 0.0287, -0.1593], [-0.2822, 0.0983, -0.2338], [0.5619, 0.1062, 0.6882], [0.2078, 0.1974, 0.0105], [0.2175, 0.1323, -0.0422], [-0.0113, -0.0506, -0.1500], [-0.2019, 0.1021, 0.1003], [-0.1620, -0.0754, 0.0544], [-0.1171, -0.0101, 0.1249], [0.0372, -0.0610, 0.1663], [0.1311, 0.1673, 0.0118], [0.0739, -0.0681, -0.1198], [-0.3030, 0.0827, -0.0375], [-0.2934, -0.1157, 0.0477], [0.1521, -0.0893, -0.0398], [0.0548, 0.1764, -0.0164], [0.0576, 0.1123, 0.0835], [-0.1847, -0.0105, -0.0022], [0.1005, 0.1765, -0.2709], [0.0742, 0.2953, -0.1272], [0.0536, 0.0439, -0.3080], [-0.2347, -0.0409, 0.0467], [0.2532, 0.1189, 0.2029], [0.0798, 0.0747, -0.0877], [0.1019, -0.1458, 0.0249], [-0.1152, -0.1227, -0.2352], [0.0282, -0.0239, 0.1176], [0.3045, -0.0073, -0.1925], [0.3003, -0.1281, 0.0969], [-0.0663, 0.0505, -0.2099], [0.0998, -0.0005, 0.2511], [-0.0226, 0.1321, 0.1608], [-0.0720, -0.0681, -0.1575], [-0.0263, 0.0033, -0.0747], [-0.0921, -0.0313, 0.1894], [-0.0471, 0.0899, -0.0576], [-0.1385, -0.1142, 0.2862], [-0.0732, 0.0405, 0.1087], [0.1402, -0.0512, 0.0304], [0.0640, 0.0190, -0.1156], [-0.2124, -0.1054, -0.0195], [0.1650, 0.0900, 0.0516], [0.0151, -0.0553, 0.0735], [-0.2972, 0.2840, 0.1181], [0.1122, -0.0426, 0.1472], [-0.0017, -0.0303, 0.0682], [-0.0187, 0.0242, 0.0324], [-0.0059, -0.0054, 0.0104], [0.0424, -0.0027, 0.0699], [-0.0284, -0.0172, 0.0275], [-0.0590, -0.0156, -0.0932], [-0.0112, -0.0524, 0.0012], [0.0709, -0.1471, -0.1794], [0.1411, -0.0520, 0.0131], [0.0063, 0.0663, -0.0702], [-0.0470, 0.0166, -0.0819], [-0.1078, -0.0921, -0.0875], [0.1972, 0.2907, -0.1463], [-0.0255, -0.2628, 0.1449], [-0.1325, 0.0728, -0.0545], [0.1819, 0.0912, 0.2023], [-0.4060, 0.0525, -0.5039], [-0.0064, 0.0413, 0.0746], [0.0402, 0.0021, 0.0302], [-0.0186, 0.0109, -0.0116], [-0.0192, -0.0295, 0.0984], [0.0021, 0.0281, -0.0226], [0.0106, 0.0641, -0.1156], [0.0244, -0.0379, -0.0444], [-0.0965, -0.0396, -0.1152], [-0.0087, -0.0420, 0.0572], [-0.1323, -0.0588, -0.6946], [-0.1195, 0.0591, -0.1177]], "mulliken_charge": [-1.30, 0.47, -1.02, -0.82, 0.52, -0.68, -0.95, -0.99, -0.66, -0.72, -0.95, 0.96, 0.22, -0.11, 0.71, -1.14, -0.57, -0.61, -0.38, -0.50, 0.24, -0.67, 0.51, -0.48, 0.46, -0.67, -0.11, 0.44, -1.42, -0.16, -0.60, -0.91, 0.55, -0.26, -0.57, 0.22, 0.37, 0.41, -0.36, 0.38, 0.36, 0.40, 0.38, 0.36, 0.35, -0.68, 0.30, 0.45, 0.38, 0.41, 0.30, 0.43, 0.83, 0.35, -0.72, 1.04, 0.34, 0.23, 0.15, 1.32, -0.02, 0.53, 0.25, 0.10, 0.32, 0.45, 0.28, 0.39, 0.46, 0.54, 0.53, -1.42, 0.34, -0.78, -0.22, -0.48, -0.71, 0.31, 0.35, 0.34, 0.43, 0.33, 0.40, 0.37, 0.20, 0.02, 0.28, 0.28, -1.68, 0.03, -0.71, -0.08, -0.86, -0.60, 0.31, 0.40, 0.39, 0.46, 0.36, 0.57, 0.37, 0.25, 0.22, 0.45, 0.40]}

{"formula": "C4H14O2", "method": "the ωB97M-V functional and the def2-TZVPD basis", "smiles": "CC(C)C.O.O", "total_charge": 0, "multiplicity": 1, "e_homo_ev": -11.0, "relative_energy_kcal_mol": 0.0, "gap_ev": 11.437, "species": ["C", "C", "C", "C", "H", "H", "H", "H", "H", "H", "H", "H", "H", "H", "H", "H", "O", "H", "H", "O"], "coordinates": [[1.025106, -0.296934, -1.916363], [1.249582, -1.134177, -0.659608], [1.936732, -0.297892, 0.417843], [-0.067091, -1.702423, -0.148189], [0.540077, -0.882324, -2.700856], [0.371745, 0.545148, -1.678860], [1.969787, 0.072252, -2.311996], [1.917819, -1.962222, -0.918722], [2.141518, -0.876995, 1.319283], [1.280451, 0.522714, 0.722688], [2.846646, 0.148806, 0.032260], [-0.536638, -2.351452, -0.889279], [0.060787, -2.252735, 0.784278], [-0.765053, -0.882384, 0.044071], [-2.483069, -0.328621, 1.705363], [-2.082763, 1.067730, 1.220109], [-2.804291, 0.571878, 1.634919], [-1.234271, 2.802651, -0.271718], [-0.454138, 2.884212, 1.023731], [-0.759946, 2.258232, 0.367550]], "atomic_forces_ev_per_a": [[-0.1466, -0.2104, 0.0629], [0.1594, 0.0105, 0.0372], [-0.4696, 0.1099, 0.0518], [-0.1123, 0.1485, -0.0675], [0.0113, -0.0088, 0.0119], [0.0746, 0.0999, -0.0443], [0.0284, 0.1291, -0.0205], [-0.0375, -0.0561, 0.0085], [0.1809, -0.0782, -0.0788], [-0.0226, 0.0156, -0.0773], [0.2929, -0.0130, 0.0632], [0.0277, -0.0767, 0.0491], [0.0290, -0.0982, -0.0170], [-0.0025, 0.0220, 0.0165], [0.0436, -0.1185, 0.0067], [0.0028, -0.0263, -0.0039], [-0.0387, 0.1389, -0.0029], [-0.0039, -0.1066, -0.0328], [0.1596, 0.1561, 0.2882], [-0.1766, -0.0376, -0.2510]], "mulliken_charge": [-1.31, 0.83, -1.25, -1.16, 0.37, 0.21, 0.39, 0.19, 0.39, 0.15, 0.38, 0.37, 0.40, 0.04, 0.34, 0.39, -0.66, 0.29, 0.30, -0.64]}

In the order shown, the computed max |F| values come out to 0.0442, 0.0380, 0.0205, 0.0094 hartree/bohr.